DFT (wB97M-V/def2-TZVPD) results for one molecule with the formula C3H4O2.

Output
Energy in eV: -7266.8259
Lowest unoccupied orbital energy in eV: 0.62
M in Da: 72.06
Relative energy (zero: lowest compared OMol25 entry of this formula, charge and spin) in eV: 3.860
Charge: 0

Each line ends with the Mulliken charge.
Geometry (Å):
C  -1.69048  -0.53205  0.01020  -0.60
C  -0.44708  -0.02885  -0.03706  -0.03
C  2.04814  -0.42336  0.02206  -0.09
O  0.80399  -0.79524  -0.05413  -0.06
O  2.38549  0.83941  -0.01784  -0.21
H  -2.53612  0.23174  -0.02556  0.23
H  -1.87927  -1.59671  0.32395  0.27
H  -0.35780  0.93249  -0.35302  0.25
H  1.67313  1.37257  0.13139  0.24

Cartesian forces (eV/Å) of the 2 atoms listed first:
0.5 -0.1 1.3
-0.1 -2.5 -0.5



DFT (wB97M-V/def2-TZVPD) results for C46H45BBaN11O2S3 as an isolated structure.

Output
Energy in eV: -102800.7712
Lowest unoccupied orbital energy in eV: 1.75
M in Da: 1028.28
Relative energy (zero: lowest compared OMol25 entry of this formula, charge and spin) in eV: 1.454
Charge: -1

Each line ends with the Mulliken charge.
Geometry (Å):
Ba  -0.61759  -0.26796  0.40123  0.87
C  2.85603  -3.47746  -1.99422  -0.60
C  3.00729  -2.62600  -3.08667  -0.60
C  2.50365  -1.34165  -3.03248  -0.74
C  1.87207  -0.94136  -1.85562  0.20
N  1.67714  -1.76834  -0.81661  0.36
C  2.16987  -3.00714  -0.89184  -1.03
N  1.25875  0.30547  -1.70323  0.87
C  1.67973  1.12875  -0.80244  -0.02
N  0.79597  2.01960  -0.24919  -0.19
C  1.19908  2.19381  1.03099  -0.61
N  0.38131  2.58236  1.96139  -0.52
C  0.47275  1.98916  3.19299  0.52
C  0.31390  2.71835  4.38235  -1.08
C  0.31213  2.04045  5.58047  -0.32
C  0.45449  0.65317  5.58873  -0.67
C  0.58218  0.01134  4.37225  -0.60
N  0.59075  0.64474  3.19744  0.39
C  2.61174  1.70848  1.20520  0.53
C  3.53345  1.83989  2.22523  -0.18
C  4.80150  1.30679  2.01786  -0.71
C  5.12050  0.65129  0.83145  -0.90
C  4.18214  0.50806  -0.18513  -0.05
C  2.93117  1.05715  0.02085  0.03
H  3.23559  -4.48994  -2.00951  0.45
H  3.50044  -2.97020  -3.98723  0.46
H  2.53486  -0.67473  -3.88337  0.36
H  1.97937  -3.64235  -0.03290  0.52
H  0.19374  3.79091  4.32598  0.51
H  0.19469  2.58409  6.51011  0.42
H  0.44442  0.08700  6.50910  0.42
H  0.66342  -1.06947  4.32023  0.35
H  3.28037  2.33555  3.15384  0.49
H  5.55257  1.39751  2.79234  0.40
H  6.11470  0.24340  0.70047  0.42
H  4.42759  -0.01619  -1.10006  0.51
C  -3.17949  -3.22988  -1.56725  -0.68
N  -2.70165  -2.55260  -2.75634  0.45
C  -2.29198  -3.15869  -3.92939  -0.51
C  -2.00079  -2.15941  -4.79312  -0.65
N  -2.23011  -0.95744  -4.16617  0.45
B  -2.14379  0.42638  -4.90506  -0.64
N  -0.88526  1.21145  -4.44474  0.52
C  -0.93255  2.30643  -3.61238  0.11
C  0.30675  2.82574  -3.50965  -0.71
N  1.12579  2.03242  -4.29100  0.39
C  2.54564  2.22270  -4.44207  -0.92
C  0.38854  1.03758  -4.86409  -0.15
S  0.98817  -0.15731  -5.91733  -0.45
C  -2.64722  -1.20705  -2.91440  -0.55
S  -3.04436  -0.10353  -1.65958  -0.02
H  -3.15705  -4.30156  -1.75499  0.36
H  -4.19779  -2.91427  -1.34331  0.31
H  -2.56203  -3.00141  -0.69900  0.09
H  -2.23754  -4.22798  -4.02770  0.49
H  -1.62101  -2.18386  -5.79823  0.49
H  -3.11045  1.08194  -4.60515  -0.14
H  -2.08739  0.18509  -6.08282  -0.15
H  -1.85395  2.59326  -3.14033  0.03
H  0.69033  3.63253  -2.91095  0.44
H  2.75837  3.26135  -4.69795  0.36
H  2.88952  1.56793  -5.23947  0.35
H  3.06709  1.97057  -3.51708  0.18
C  1.91271  -8.90584  0.84465  -0.94
C  1.16272  -9.96697  0.08698  0.69
O  1.62415  -11.04879  -0.17257  -0.56
S  -0.47270  -9.58900  -0.53333  -0.16
C  -0.75777  -7.92605  0.01492  -0.33
C  -1.31162  -7.68283  1.26892  -0.30
C  -1.51332  -6.38714  1.70893  -0.62
C  -1.17413  -5.28938  0.90445  0.51
C  -0.64356  -5.55151  -0.36838  -0.17
C  -0.44131  -6.84665  -0.80613  -0.64
C  -1.36725  -3.94926  1.35221  -0.51
C  -1.55207  -2.78546  1.70640  -0.97
H  1.94139  -7.97094  0.28636  0.26
H  2.91857  -9.27383  1.03180  0.32
H  1.40827  -8.69522  1.78809  0.30
H  -1.57858  -8.52052  1.90199  0.44
H  -1.93898  -6.20301  2.68627  0.50
H  -0.38928  -4.71547  -1.00852  0.91
H  -0.02803  -7.03013  -1.79088  0.46
C  -5.78819  6.13510  -0.96655  -1.10
C  -6.63466  4.89067  -0.74112  -0.83
N  -5.85252  3.75563  -0.25254  0.26
C  -5.63362  2.65608  -1.19342  -1.15
C  -4.73364  3.03835  -2.35491  -0.72
C  -5.52387  3.76929  1.06034  0.45
O  -5.93166  4.64025  1.82393  -0.68
C  -4.66353  2.67303  1.61827  0.39
C  -4.95120  2.19767  2.89219  -0.42
C  -4.15385  1.21154  3.44211  -1.16
C  -3.08195  0.73773  2.70048  -0.34
N  -2.77428  1.21765  1.49725  0.79
C  -3.54064  2.17029  0.97569  -1.10
H  -6.40837  6.94998  -1.34447  0.38
H  -4.99354  5.94385  -1.68802  0.27
H  -5.33856  6.45412  -0.02736  0.32
H  -7.11014  4.57491  -1.67053  0.42
H  -7.41846  5.10719  -0.01439  0.45
H  -6.61341  2.34734  -1.57173  0.30
H  -5.22584  1.79719  -0.66588  0.59
H  -5.18569  3.81609  -2.97343  0.46
H  -4.52961  2.16785  -2.97851  0.18
H  -3.77408  3.41235  -1.99268  0.22
H  -5.79527  2.61053  3.42886  0.50
H  -4.35864  0.80187  4.42137  0.46
H  -2.46252  -0.07238  3.07628  0.33
H  -3.23881  2.53257  0.00068  0.82

Cartesian forces (eV/Å) of the 2 atoms listed first:
-0.5 -0.5 0.2
0.0 0.0 0.0



DFT (wB97M-V/def2-TZVPD) results for a 3-piece molecular cluster, C35H34O6Si overall.

Output
Energy in eV: -57009.9502
SMILES string: O=C1c2ccccc2C(=O)c2ccccc21.O=C1c2ccccc2C(=O)c2ccccc21.C[C@@H](O)C[SiH2]CCCCO
Lowest unoccupied orbital energy in eV: -1.07
M in Da: 578.74
Relative energy (zero: lowest compared OMol25 entry of this formula, charge and spin) in eV: 0.223
Charge: 0

Each line ends with the Mulliken charge.
Geometry (Å):
O  4.17311  -1.57915  -10.65460  -0.66
C  3.32234  -1.47640  -9.79604  0.53
C  2.65719  -2.68195  -9.22769  0.23
C  3.03943  -3.94006  -9.67535  -0.59
C  2.45116  -5.07166  -9.13802  -0.47
C  1.47911  -4.95277  -8.15011  -0.51
C  1.08655  -3.70155  -7.70799  -0.53
C  1.67035  -2.56202  -8.24675  0.21
C  1.22404  -1.22384  -7.77042  0.51
O  0.33316  -1.11741  -6.95315  -0.65
C  1.90466  -0.01944  -8.32135  0.23
C  1.52871  1.23786  -7.86565  -0.54
C  2.16588  2.36652  -8.35065  -0.52
C  3.18194  2.24487  -9.29295  -0.47
C  3.55453  0.99543  -9.75686  -0.59
C  2.91648  -0.14085  -9.27600  0.26
H  3.79800  -4.02544  -10.44056  0.47
H  2.75148  -6.05080  -9.48649  0.40
H  1.02701  -5.83933  -7.72593  0.40
H  0.32800  -3.60159  -6.94442  0.50
H  0.73994  1.32469  -7.13158  0.53
H  1.87288  3.34488  -7.99375  0.41
H  3.68252  3.12831  -9.66612  0.39
H  4.34055  0.89458  -10.49190  0.48
O  0.17528  -0.24026  7.81149  -0.67
C  -0.96211  -0.35496  8.21919  0.51
C  -1.34419  -1.49322  9.10247  0.18
C  -0.37316  -2.41190  9.48054  -0.55
C  -0.70417  -3.45958  10.32191  -0.47
C  -2.00677  -3.59488  10.79086  -0.46
C  -2.98062  -2.68906  10.40865  -0.56
C  -2.65494  -1.63771  9.56107  0.19
C  -3.72050  -0.68226  9.14690  0.59
O  -4.86917  -0.83833  9.50654  -0.66
C  -3.33428  0.46654  8.28303  0.27
C  -4.30462  1.38739  7.91025  -0.62
C  -3.95932  2.47298  7.12372  -0.47
C  -2.64322  2.64540  6.70797  -0.52
C  -1.67221  1.72843  7.07042  -0.73
C  -2.01419  0.63304  7.85428  0.28
H  0.63780  -2.29845  9.11531  0.47
H  0.05405  -4.17280  10.61690  0.40
H  -2.26128  -4.41011  11.45503  0.40
H  -3.99615  -2.79117  10.76445  0.47
H  -5.32494  1.24898  8.23903  0.48
H  -4.71692  3.18908  6.83386  0.39
H  -2.37331  3.49551  6.09593  0.44
H  -0.65208  1.86018  6.73880  0.63
C  -0.95305  -0.61836  -3.73970  -1.33
C  -1.43789  0.29649  -2.59450  0.51
O  -2.24579  -0.41577  -1.66339  -0.58
C  -0.27930  0.87265  -1.81133  -1.05
Si  -0.77516  2.14340  -0.50607  0.30
C  0.79647  2.97778  0.13665  -0.84
C  0.75447  3.35270  1.63428  -0.54
C  1.60098  2.38766  2.45189  -0.61
C  1.52683  2.62737  3.93938  -0.69
O  0.28606  2.15838  4.49743  -0.38
H  -1.25307  -1.64585  -3.57101  0.36
H  -1.36029  -0.32102  -4.70054  0.35
H  0.12098  -0.56643  -3.84097  0.30
H  -2.02598  1.10044  -3.03341  0.26
H  -3.00508  -0.78336  -2.14834  0.31
H  0.36573  1.36822  -2.52820  0.45
H  0.25551  0.03720  -1.37196  0.42
H  -1.64745  3.13229  -1.18981  -0.20
H  -1.55685  1.55776  0.60143  -0.13
H  1.00449  3.83817  -0.48759  0.44
H  1.62492  2.29767  -0.03235  0.45
H  -0.25470  3.37328  2.02583  0.29
H  1.18995  4.33934  1.75124  0.33
H  2.63517  2.48632  2.13203  0.31
H  1.28758  1.37317  2.20523  0.34
H  2.33688  2.08791  4.42596  0.31
H  1.60244  3.67966  4.17522  0.37
H  0.17816  1.25718  4.14832  0.26

Cartesian forces (eV/Å) of the 2 atoms listed first:
0.0 0.0 0.0
0.1 0.0 -0.2



DFT (wB97M-V/def2-TZVPD) results for one molecule with the formula C4H8O2.

Output
Energy in eV: -8371.5378
SMILES string: C[C@H]1CO[C@H]1O
Lowest unoccupied orbital energy in eV: 1.02
M in Da: 88.11
Relative energy (zero: lowest compared OMol25 entry of this formula, charge and spin) in eV: 1.744
Charge: 0

Each line ends with the Mulliken charge.
Geometry (Å):
C  -1.25446  -1.01980  0.07208  -1.34
C  -0.20194  -0.07513  0.61733  0.19
C  1.27645  -0.35845  0.32224  -0.51
O  1.49205  1.00888  -0.08522  -0.50
C  0.08061  1.24741  -0.12735  0.15
O  -0.25438  1.26989  -1.48166  -0.54
H  -2.26342  -0.69285  0.34425  0.36
H  -1.11217  -2.02925  0.47511  0.35
H  -1.20306  -1.06764  -1.01988  0.30
H  -0.34820  0.12075  1.68459  0.33
H  1.93217  -0.60030  1.15846  0.28
H  1.43469  -1.07891  -0.49507  0.26
H  -0.21658  2.18653  0.35599  0.34
H  0.63825  1.08886  -1.82085  0.34

Cartesian forces (eV/Å) of the 2 atoms listed first:
0.0 0.0 0.0
0.0 -0.1 0.1



Q: Which strongest force on any atom values were calculated for the entries above? A: 4.7, 0.8, 1.0, 0.9, in eV/A.
Q: Which HOMO-LUMO gap values were calculated for the entries above? A: 9.44, 6.19, 8.53, 11.24, in eV.
Q: Which E_HOMO values were calculated for the entries above? A: -0.3239, -0.1630, -0.3529, -0.3754, in Eh.